Record 1
# C3H10NOS

A 2-piece molecular cluster, C3H10NOS overall (the ωB97M-V functional and the def2-TZVPD basis, OMol25).

Computed properties:
2S+1 = 2
HOMO energy (alpha / beta) = 4.14 / -0.06 eV
Charge = -2
Electronic energy = -648.35029 Eh

Geometry (Å):
C: 1.229 1.728 0.213
N: 0.557 0.437 0.213
C: -0.852 0.575 0.682
C: -1.636 -0.724 0.523
S: -1.956 -1.172 -1.189
H: 2.052 1.821 -0.511
H: 1.677 1.961 1.193
H: 0.583 2.593 -0.003
H: 0.408 0.176 -0.730
H: -0.779 0.958 1.710
H: -1.341 1.375 0.124
H: -2.530 -0.594 1.172
H: -1.140 -1.497 1.137
H: 1.796 -2.092 -1.843
H: 0.496 -2.779 -1.437
O: 1.437 -2.768 -1.254


Record 2
# C26H42O27S3

A 8-piece molecular cluster, C26H42O27S3 overall (the ωB97M-V functional and the def2-TZVPD basis, OMol25).

Computed properties:
2S+1 = 1
HOMO energy = -10.66 eV
Charge = 0
Electronic energy = -4241.75684 Eh

Geometry (Å):
C: -2.631 -1.286 3.997
C: -3.115 -2.068 2.737
C: -2.194 -1.934 1.487
O: -1.432 -3.053 1.261
C: -1.943 -4.050 1.917
O: -1.593 -5.227 1.840
O: -2.885 -3.514 2.886
H: -2.882 -0.240 3.819
H: -1.598 -1.525 4.251
H: -3.078 -1.383 4.987
H: -4.123 -1.745 2.476
H: -1.380 -1.212 1.556
H: -2.837 -1.792 0.618
C: 5.515 -6.080 -2.487
C: 6.006 -4.684 -2.439
C: 5.426 -3.917 -3.620
O: 4.860 -2.776 -3.105
C: 4.879 -2.832 -1.780
O: 4.434 -1.976 -1.021
O: 5.445 -3.946 -1.395
H: 4.429 -6.057 -2.578
H: 5.858 -6.721 -1.676
H: 5.958 -6.466 -3.405
H: 7.085 -4.646 -2.588
H: 4.641 -4.450 -4.156
H: 6.283 -3.768 -4.277
C: -1.937 5.201 2.105
C: -2.393 6.643 1.734
C: -3.506 6.997 2.596
O: -3.172 8.303 2.920
C: -1.842 8.596 2.619
O: -1.323 9.662 2.890
O: -1.295 7.457 2.209
H: -1.318 4.732 1.341
H: -2.781 4.531 2.267
H: -1.412 5.223 3.060
H: -2.491 6.977 0.701
H: -3.362 6.397 3.494
H: -4.512 7.076 2.184
C: 2.226 -2.711 1.999
C: 1.559 -2.984 3.415
C: 2.530 -3.221 4.596
O: 1.870 -2.397 5.562
C: 1.076 -1.448 4.975
O: 0.876 -0.332 5.469
O: 0.934 -1.781 3.737
H: 2.736 -3.544 1.516
H: 3.032 -1.989 1.871
H: 1.433 -2.609 1.259
H: 0.842 -3.801 3.497
H: 3.592 -3.119 4.373
H: 2.288 -4.169 5.075
C: -4.402 0.169 -2.051
C: -3.590 1.525 -1.986
C: -2.531 1.812 -3.059
O: -2.950 3.096 -3.654
C: -3.994 3.537 -3.094
O: -4.490 4.631 -3.359
O: -4.492 2.555 -2.269
H: -5.202 0.377 -1.341
H: -3.797 -0.720 -1.873
H: -4.754 0.067 -3.078
H: -3.259 1.679 -0.959
H: -2.763 1.048 -3.801
H: -1.468 2.008 -2.916
O: 1.713 -2.937 -2.387
S: 0.520 -3.730 -2.313
O: -0.883 -3.207 -2.304
O: 0.754 -5.012 -3.345
C: 0.926 -6.283 -2.665
C: 0.214 -6.113 -1.304
O: 0.677 -4.745 -0.970
H: 0.446 -6.920 -3.408
H: 1.980 -6.561 -2.641
H: 0.549 -6.783 -0.512
H: -0.873 -6.148 -1.382
O: 2.225 7.827 -1.801
S: 1.107 7.120 -2.377
O: 0.303 7.696 -3.469
O: 1.432 5.502 -2.608
C: 0.284 4.668 -2.201
C: -0.172 5.519 -0.997
O: 0.072 6.922 -1.181
H: -0.388 4.604 -3.057
H: 0.615 3.672 -1.906
H: 0.180 5.227 -0.008
H: -1.249 5.348 -0.998
O: -1.149 1.095 2.103
S: -0.019 1.496 1.280
O: 0.578 2.804 1.256
O: 1.063 0.270 1.130
C: 1.383 0.064 -0.276
C: -0.015 0.031 -0.939
O: -0.611 1.178 -0.271
H: 1.964 0.896 -0.674
H: 1.921 -0.878 -0.381
H: -0.598 -0.857 -0.696
H: -0.035 0.106 -2.026


Record 3
# C5H10N2S

C5H10N2S in the gas phase (the ωB97M-V functional and the def2-TZVPD basis, OMol25).

Computed properties:
2S+1 = 1
HOMO energy (alpha / beta) = -7.90 / -7.30 eV
Charge = 0
Electronic energy = -704.00600 Eh

Geometry (Å):
C: -1.522 -0.781 0.008
C: -1.629 0.338 1.036
C: -0.130 -1.088 -0.417
C: 0.604 1.190 -0.013
C: 1.715 1.084 0.981
N: 1.115 -1.426 -2.467
N: 0.115 -1.294 -1.683
S: -1.043 1.775 0.108
H: -2.016 -1.823 0.344
H: -2.078 -0.409 -0.755
H: -2.712 0.605 1.458
H: -0.980 0.109 1.758
H: 0.617 -1.572 0.210
H: 0.942 1.656 -0.880
H: 1.711 0.156 1.549
H: 1.783 1.833 1.745
H: 2.613 1.153 0.482
H: 0.895 -1.505 -3.463


Record 4
# H2O5P2

A 2-piece molecular cluster, H2O5P2 overall (the ωB97M-V functional and the def2-TZVPD basis, OMol25).

Computed properties:
2S+1 = 1
HOMO energy = -1.82 eV
Charge = -2
Electronic energy = -1060.25409 Eh

Geometry (Å):
O: 0.761 1.757 0.637
O: -1.595 1.498 0.152
O: -0.113 -0.479 -0.887
O: 7.960 -0.907 -0.846
O: 8.062 0.438 1.242
P: 8.803 -0.087 0.040
P: -0.335 1.533 -0.622
H: 1.681 1.833 0.446
H: -0.982 -0.664 -0.810


Record 5
# C6H8INS

C6H8INS in the gas phase (the ωB97M-V functional and the def2-TZVPD basis, OMol25).

Computed properties:
2S+1 = 1
HOMO energy = -7.70 eV
Charge = 0
Electronic energy = -983.93526 Eh

Geometry (Å):
S: -1.463 3.060 -0.257
C: -0.622 1.573 -0.381
C: 0.362 1.286 0.495
C: 1.251 0.184 0.619
C: 1.301 -1.043 0.001
C: 0.256 -1.545 -0.860
C: -1.043 -1.478 -0.717
N: -1.764 -1.193 0.365
I: -3.693 -0.412 -0.085
H: -1.187 3.300 1.040
H: -0.858 1.041 -1.402
H: 0.354 1.878 1.372
H: 2.196 0.390 1.130
H: 2.233 -1.627 0.051
H: 0.448 -2.272 -1.700
H: -1.515 -2.073 -1.441
H: -1.140 -0.514 0.801


Record 6
# H5Na5O3

H5Na5O3 as an isolated structure (the ωB97M-V functional and the def2-TZVPD basis, OMol25).

Computed properties:
2S+1 = 1
HOMO energy = -26.06 eV
Charge = +4
Electronic energy = -1038.72312 Eh

Geometry (Å):
Na: 1.612 2.681 0.513
Na: -1.307 2.462 -1.745
Na: 2.039 1.000 -1.890
Na: 0.095 -0.334 2.297
Na: -0.165 -1.867 -0.938
O: 0.373 0.566 -0.143
H: -0.561 0.307 -0.073
O: -2.603 -0.861 -0.326
H: -2.976 -0.327 -1.046
H: -2.723 -0.328 0.476
O: 2.400 -0.926 1.059
H: 1.704 -0.556 0.492
H: 2.112 -1.818 1.324


Record 7
# C24H37N6O2Si4Ta

C24H37N6O2Si4Ta as an isolated structure (the ωB97M-V functional and the def2-TZVPD basis, OMol25).

Computed properties:
2S+1 = 1
HOMO energy = -13.73 eV
Charge = +2
Electronic energy = -2630.27822 Eh

Geometry (Å):
Ta: 1.016 -1.094 -0.266
O: 4.962 2.081 2.173
C: 4.313 1.422 3.130
C: 4.848 1.491 4.419
C: 4.224 0.848 5.459
C: 3.041 0.114 5.264
C: 2.509 0.025 4.011
C: 3.131 0.667 2.913
C: 2.597 0.509 1.604
O: 1.543 -0.325 1.420
N: 3.066 1.094 0.534
N: 2.447 0.591 -0.579
C: 2.971 0.840 -1.721
C: 2.283 0.243 -2.849
C: 2.619 0.492 -4.160
C: 1.873 -0.116 -5.168
C: 0.811 -0.921 -4.807
C: 0.542 -1.132 -3.463
N: 1.271 -0.584 -2.486
H: 4.519 1.976 1.315
H: 5.752 2.064 4.565
H: 4.655 0.909 6.450
H: 2.562 -0.375 6.100
H: 1.601 -0.535 3.841
H: 3.843 1.477 -1.819
H: 3.446 1.152 -4.386
H: 2.118 0.050 -6.208
H: 0.185 -1.398 -5.548
H: -0.284 -1.754 -3.162
N: 0.141 -7.518 -1.457
C: 0.168 -6.379 -1.610
N: 0.168 -5.075 -1.818
C: 0.381 -3.980 -1.403
N: 0.493 -2.802 -1.098
C: -2.965 2.770 -1.214
Si: -1.255 2.108 -1.566
C: 0.081 3.264 -0.956
C: -1.045 1.741 -3.384
Si: -1.287 0.130 -0.182
Si: -2.751 -1.712 -0.731
C: -4.445 -0.944 -0.523
C: -2.617 -2.330 -2.499
C: -2.516 -3.119 0.483
Si: -1.369 0.604 2.180
C: -3.136 1.121 2.509
C: -0.249 2.046 2.594
C: -1.033 -0.965 3.158
H: -3.096 3.726 -1.728
H: -3.124 2.947 -0.149
H: -3.745 2.096 -1.570
H: 0.131 4.141 -1.607
H: 1.069 2.803 -0.946
H: -0.129 3.615 0.054
H: -1.231 2.660 -3.947
H: -1.750 0.989 -3.741
H: -0.034 1.420 -3.623
H: -4.611 -0.130 -1.231
H: -4.606 -0.557 0.483
H: -5.213 -1.699 -0.709
H: -2.632 -1.518 -3.229
H: -3.487 -2.962 -2.696
H: -1.742 -2.953 -2.675
H: -2.890 -2.852 1.471
H: -1.483 -3.450 0.593
H: -3.098 -3.979 0.140
H: -3.413 2.021 1.958
H: -3.250 1.344 3.573
H: -3.851 0.336 2.265
H: -0.696 2.968 2.218
H: 0.759 1.987 2.193
H: -0.168 2.143 3.680
H: -1.885 -1.642 3.089
H: -0.912 -0.708 4.214
H: -0.142 -1.518 2.860


Record 8
# C3H9NO3

A 2-piece molecular cluster, C3H9NO3 overall (the ωB97M-V functional and the def2-TZVPD basis, OMol25).

Computed properties:
2S+1 = 1
HOMO energy = -9.58 eV
Charge = 0
Electronic energy = -400.19373 Eh

Geometry (Å):
C: 0.392 -0.761 -2.453
C: 0.600 -0.660 -0.947
N: 0.242 0.639 -0.415
C: -0.843 0.752 0.390
O: -1.498 -0.202 0.743
O: -1.047 1.982 0.889
H: 0.957 -0.029 -3.056
H: 0.745 -1.601 -3.039
H: -0.639 -0.419 -2.586
H: 0.104 -1.499 -0.459
H: 1.650 -0.898 -0.770
H: 0.921 1.352 -0.590
H: -1.767 1.848 1.514
O: 1.617 -1.345 1.551
H: 2.109 -2.168 1.448
H: 1.364 -1.406 2.496


Record 9
# C25H28F5O2Zr

C25H28F5O2Zr as an isolated structure (the ωB97M-V functional and the def2-TZVPD basis, OMol25).

Computed properties:
2S+1 = 1
HOMO energy = -11.77 eV
Charge = +1
Electronic energy = -1666.02262 Eh

Geometry (Å):
O: 0.477 0.221 -6.838
C: 0.299 1.544 -7.456
C: 0.244 1.031 -8.878
H: 1.162 2.200 -7.280
H: -0.637 2.007 -7.121
C: 0.362 -0.346 -8.176
H: 1.134 1.270 -9.465
H: -0.695 1.250 -9.392
C: 1.626 -1.083 -8.561
H: 2.501 -0.433 -8.432
H: 1.562 -1.351 -9.622
H: 1.730 -2.001 -7.965
C: -0.880 -1.196 -8.344
H: -1.787 -0.649 -8.061
H: -0.796 -2.130 -7.775
H: -0.970 -1.457 -9.405
Zr: 0.177 0.050 -0.442
C: -1.777 -0.354 0.841
C: -1.626 1.068 0.906
C: -1.856 1.606 -0.396
H: -1.478 1.650 1.812
C: -2.167 0.519 -1.271
C: -2.107 -0.696 -0.516
H: -2.400 -1.680 -0.879
H: -1.793 -1.037 1.688
H: -1.873 2.661 -0.669
H: -2.547 0.614 -2.287
C: 1.141 -1.590 1.006
C: 0.289 -2.304 0.105
C: 0.814 -2.158 -1.214
H: -0.540 -2.949 0.380
C: 2.009 -1.362 -1.135
C: 2.222 -1.033 0.242
H: 3.102 -0.535 0.645
H: 1.039 -1.582 2.087
H: 0.434 -2.658 -2.100
H: 2.678 -1.144 -1.964
O: 0.624 0.919 -2.414
C: 0.104 -0.114 -3.353
C: -0.627 0.684 -4.397
H: -0.569 -0.838 -2.853
H: 0.977 -0.645 -3.746
C: 0.272 1.916 -4.518
H: -1.636 0.934 -4.034
H: -0.712 0.121 -5.320
C: 0.623 2.254 -3.096
H: -0.208 2.732 -5.054
H: 1.202 1.662 -5.049
H: -0.134 2.884 -2.610
H: 1.624 2.681 -2.989
F: 0.302 0.322 3.248
C: 1.013 1.341 2.671
C: 1.142 1.418 1.290
C: 1.980 2.417 0.827
F: 2.241 2.492 -0.521
C: 2.615 3.350 1.648
F: 3.405 4.302 1.107
C: 2.408 3.279 3.028
F: 2.949 4.206 3.846
C: 1.602 2.262 3.544
F: 1.368 2.174 4.872


Record 10
# C2H5IP2

A 2-piece molecular cluster, C2H5IP2 overall (the ωB97M-V functional and the def2-TZVPD basis, OMol25).

Computed properties:
2S+1 = 3
HOMO energy (alpha / beta) = -7.07 / -8.94 eV
Charge = 0
Electronic energy = -1059.40814 Eh

Geometry (Å):
C: -1.447 -0.158 0.743
C: 0.340 -0.952 -0.084
P: 1.808 1.705 -0.810
P: 0.751 0.085 -1.575
I: 1.704 -0.865 1.650
H: -2.171 -0.746 0.171
H: -1.255 -0.409 1.830
H: -1.329 0.758 0.389
H: 0.108 -1.891 -0.362
H: 1.493 2.473 -1.952


Record 11
# CH2ClOP

CH2ClOP in the gas phase (the ωB97M-V functional and the def2-TZVPD basis, OMol25).

Computed properties:
2S+1 = 3
HOMO energy (alpha / beta) = -7.54 / -11.49 eV
Charge = 0
Electronic energy = -915.97853 Eh

Geometry (Å):
C: -0.056 0.644 -0.067
O: -2.621 0.143 0.017
P: -1.811 1.333 -0.027
Cl: 1.364 1.743 0.026
H: -0.142 0.022 -0.872
H: 0.161 -0.013 0.877


Record 12
# C28H28Cl2CoP2

C28H28Cl2CoP2 as an isolated structure (the ωB97M-V functional and the def2-TZVPD basis, OMol25).

Computed properties:
2S+1 = 5
HOMO energy (alpha / beta) = -16.64 / -17.24 eV
Charge = +3
Electronic energy = -4068.53206 Eh

Geometry (Å):
Co: 8.634 9.231 12.083
Cl: 9.029 9.109 9.576
C: 9.642 10.799 9.682
Cl: 10.025 11.189 11.408
H: 8.811 11.377 9.190
H: 10.510 10.790 9.043
C: 5.771 9.693 16.178
C: 6.522 8.874 17.194
P: 8.295 8.987 17.174
C: 8.995 8.206 15.727
C: 8.438 7.113 15.015
C: 9.008 6.817 13.798
C: 10.239 7.403 13.367
C: 10.695 8.478 14.124
C: 10.068 8.895 15.277
C: 9.097 8.563 18.583
C: 10.151 7.518 18.530
C: 10.777 7.155 19.670
C: 10.478 7.857 20.873
C: 9.491 8.859 20.946
C: 8.717 9.172 19.825
C: 5.812 9.079 14.712
P: 6.894 9.966 13.514
C: 6.815 11.675 13.998
C: 5.579 12.266 13.958
C: 5.367 13.542 14.490
C: 6.435 14.172 15.061
C: 7.717 13.584 15.039
C: 7.961 12.330 14.509
C: 6.064 10.030 11.832
C: 5.330 8.920 11.332
C: 4.713 8.965 10.087
C: 4.643 10.143 9.327
C: 5.286 11.279 9.809
C: 6.024 11.217 10.993
H: 6.087 10.727 16.254
H: 4.735 9.650 16.506
H: 6.273 7.798 17.146
H: 6.231 9.116 18.239
H: 7.576 6.560 15.379
H: 8.580 5.990 13.280
H: 10.805 7.080 12.505
H: 11.653 8.898 13.845
H: 10.457 9.741 15.864
H: 10.382 6.878 17.641
H: 11.560 6.428 19.781
H: 11.098 7.673 21.696
H: 9.270 9.236 21.995
H: 7.997 9.962 20.114
H: 4.801 9.275 14.228
H: 5.931 8.017 14.784
H: 4.749 11.818 13.455
H: 4.398 13.996 14.510
H: 6.278 15.065 15.634
H: 8.487 14.233 15.405
H: 8.921 11.860 14.535
H: 5.218 8.026 11.915
H: 4.155 8.081 9.850
H: 3.955 10.158 8.510
H: 5.262 12.262 9.362
H: 6.574 12.120 11.293